Here is a 11-piece molecular cluster, C22H47Cl8F9N3O8 overall from the Open Molecules 2025 dataset. Energies are from ωB97M-V with the def2-TZVPD basis set.

As for the calculated total energy: -6212.66556 Ha. As for the charge: +1. For the HOMO-LUMO gap, the calculation gives 0.284 Ha. The relative energy (zero: lowest compared OMol25 entry of this formula, charge and spin) is 0.0515 eV.

Geometry as XYZ:
```
97
Properties=species:S:1:pos:R:3:forces:R:3
N 2.17059 -1.87734 2.45057 -1.47 -1.17 0.31
H 2.23833 -2.70498 1.87207 0.10 -0.02 -0.16
H 1.21592 -1.85073 2.85058 0.08 -0.49 0.15
H 2.16979 -0.93967 1.95442 -0.40 0.76 -1.44
H 2.85442 -1.87563 3.20369 -0.11 -1.02 -0.24
N -0.25875 -3.06753 -1.72026 1.08 -0.48 1.04
H -0.43250 -3.28635 -2.70337 -0.73 -0.33 0.04
H -0.10264 -2.02682 -1.55269 0.14 1.64 0.11
H 0.60852 -3.50755 -1.41247 0.10 -0.03 -0.43
H -0.92212 -3.38421 -1.01633 -0.66 -0.10 -0.69
N 2.77406 -0.31515 -1.14281 1.79 1.49 -0.59
H 3.06958 -1.28010 -1.14600 0.38 0.15 0.04
H 2.58589 0.10610 -0.19350 -0.59 -0.41 0.83
H 1.86291 -0.23629 -1.63950 -1.25 -0.59 0.28
H 3.38260 0.36077 -1.61014 0.57 -0.55 -0.19
O 1.80677 0.50899 1.22558 0.34 -0.15 -0.97
C 0.49922 0.87458 0.86310 0.62 -1.27 -0.14
C -0.01967 0.55464 -0.58736 -1.28 0.37 -0.36
O 0.38183 -0.53245 -1.36788 -0.63 -0.95 0.33
H 0.30701 1.95756 0.89429 0.25 -0.20 0.71
H -0.10479 0.39085 1.63969 -0.73 0.10 -0.41
H 0.04024 1.46077 -1.22030 0.72 0.04 0.19
H -1.11836 0.55922 -0.45225 -0.11 -0.30 0.19
C -1.01477 -4.86988 5.51444 0.08 0.25 -0.64
C -1.11313 -3.37554 5.73558 0.07 0.01 1.23
O -2.02994 -2.78134 4.80110 -0.60 0.48 -0.95
C -1.60504 -2.36488 3.64309 0.38 -0.81 0.45
O -0.45240 -2.39582 3.27842 0.20 0.24 -0.30
C -2.71486 -1.88233 2.67599 0.31 0.12 1.01
F -2.65239 -2.60241 1.56211 -0.09 -0.35 -0.49
F -3.90626 -1.98203 3.22027 -0.29 -0.03 -0.20
F -2.45549 -0.61287 2.37380 -1.04 -2.14 -1.39
H -0.70809 -5.08837 4.48838 -0.12 0.11 -0.08
H -1.99724 -5.30747 5.67722 0.17 -0.28 0.15
H -0.23195 -5.32014 6.12172 -0.28 0.05 0.38
H -0.15215 -2.86352 5.78297 -0.06 0.06 -0.53
H -1.62178 -3.13130 6.66874 0.20 -0.30 0.12
C 3.31126 4.72037 0.46355 0.43 0.18 0.05
C 3.05218 3.49871 -0.38562 -1.47 -0.18 -0.09
O 2.80217 4.00461 -1.73060 0.17 0.51 -0.29
C 2.84248 3.20509 -2.75874 0.41 0.14 0.67
O 3.10428 2.03358 -2.72994 -0.05 -0.66 -0.11
C 2.60177 3.93445 -4.08782 -0.46 0.85 -0.50
F 3.73744 4.45786 -4.55595 0.27 -0.47 0.07
F 2.10692 3.06905 -4.96808 0.20 -0.11 -0.15
F 1.74711 4.95553 -3.99250 -0.19 -0.25 0.39
H 4.26387 5.11901 0.11225 0.19 0.07 0.59
H 3.28260 4.49970 1.52882 0.60 -0.38 0.02
H 2.61125 5.55276 0.40883 -0.42 -0.42 -0.71
H 2.14503 2.94049 -0.13576 -0.04 0.20 0.29
H 3.82176 2.72664 -0.38133 0.45 0.46 -0.15
C -3.46763 -1.77999 -2.31203 0.31 -0.32 -0.04
C -3.30345 -1.85990 -3.83900 -1.32 -0.06 1.36
O -3.69290 -3.18640 -4.24442 -0.25 -0.65 -1.11
C -2.74878 -4.07851 -4.40538 0.32 0.29 1.82
O -1.58466 -3.89699 -4.13797 0.64 0.10 -0.37
C -3.26824 -5.51647 -4.59814 -1.88 0.55 -0.29
F -2.31197 -6.40551 -4.58941 0.40 -0.15 -0.04
F -4.14253 -5.78145 -3.60309 0.55 -0.02 0.25
F -3.98549 -5.59704 -5.71683 0.31 -0.15 -0.49
H -2.89494 -0.94279 -1.90923 0.16 -0.10 0.12
H -3.14922 -2.72994 -1.87528 0.25 0.15 0.19
H -4.49301 -1.64200 -1.97249 -0.10 0.01 -0.35
H -2.30961 -1.57073 -4.16284 -1.41 -1.64 -0.01
H -4.07213 -1.19836 -4.23021 0.29 -0.04 -0.64
Cl -2.91975 3.80866 0.39807 -0.25 0.25 0.05
C -1.93185 3.66455 -1.06658 0.16 -0.64 -0.22
C -0.47143 3.88977 -0.76995 0.15 -0.34 -0.59
Cl -0.15910 5.57300 -0.26166 0.06 -0.40 -0.09
H -2.24456 4.28780 -1.90295 -0.32 0.47 0.48
H -2.11489 2.65113 -1.42399 0.36 -0.07 0.09
H 0.07033 3.65177 -1.68882 0.03 0.59 -0.14
H -0.05746 3.17169 -0.06210 -0.45 0.73 0.27
Cl -0.51331 2.35039 5.45091 0.17 0.23 0.08
C -0.94555 2.45740 3.73986 -0.21 -0.87 -0.78
C -1.82793 1.27574 3.36803 0.05 1.09 0.36
Cl -3.42258 1.37325 4.16307 -0.12 0.07 0.18
H -0.05805 2.35058 3.11279 0.22 0.18 0.33
H -1.41120 3.40912 3.50054 -0.11 0.02 0.25
H -1.40592 0.30851 3.63519 0.53 0.87 0.60
H -2.04504 1.18974 2.30317 0.37 1.10 0.25
Cl -1.96789 -0.04234 -5.98819 -0.07 -0.25 -0.10
C -1.17655 -0.22132 -4.40372 0.75 1.55 -0.04
C -0.21670 0.92507 -4.22462 0.14 0.50 0.53
Cl -1.07856 2.50518 -4.13882 -0.09 -0.15 -0.07
H -0.68516 -1.19128 -4.34253 0.46 0.16 -0.28
H -1.91631 -0.21065 -3.60334 0.39 0.86 -0.20
H 0.49038 1.04934 -5.03785 0.10 -0.28 0.06
H 0.25899 0.84112 -3.24700 0.22 -0.24 -0.28
Cl 3.19068 1.57107 5.28609 0.10 -0.09 -0.11
C 3.43750 1.61123 3.53087 0.10 -0.61 -0.78
C 3.74388 0.24050 2.93129 0.83 0.76 0.76
Cl 5.39181 -0.29901 3.41900 -0.10 -0.27 0.10
H 4.28675 2.24270 3.28077 -0.12 0.30 0.27
H 2.52922 1.96677 3.04740 0.05 0.09 0.13
H 3.76852 0.28998 1.84571 -0.02 0.21 0.22
H 3.04281 -0.53399 3.22558 1.15 2.38 0.83
```
Forces are in eV/Å.